Below is a cluster of 12 separate species, C48H96O35 in total at a distorted geometry, with properties calculated with the ωB97M-V functional and the def2-TZVPD basis.

Computed properties:
- E: -122996.756 eV
- Charge: 0
- Maximum force: 3.75 eV Å⁻¹
- Frontier orbital gap: 10.97 eV
- LUMO: 0.6 eV

XYZ file:
```
179
Properties=species:S:1:pos:R:3:lowdin_charge:R:1
O 15.5812 22.9582 12.0562 0.106
C 14.7193 23.0850 11.2512 -0.563
O 14.4982 22.1954 10.2599 -0.017
C 15.4162 21.0853 10.2036 -0.226
C 15.2878 20.5129 8.8273 -0.055
C 13.7326 24.1737 11.2074 0.037
H 15.1759 20.4297 11.0824 0.123
H 16.4114 21.4915 10.4738 0.121
H 15.9323 19.6475 8.7088 0.067
H 15.7034 21.2918 8.1753 0.087
H 14.2535 20.3137 8.5564 0.082
H 13.2223 24.2288 12.1350 0.072
H 13.1399 24.1254 10.3006 0.091
H 14.3551 25.0904 11.1399 0.107
C 15.1828 12.6904 13.8772 -0.037
C 15.4339 13.3904 12.5242 -0.159
O 14.4138 14.3883 12.1536 0.012
C 14.6267 15.6183 12.6455 -0.632
O 15.5502 15.9184 13.3494 0.109
O 13.5897 16.3705 12.2466 0.000
C 13.7421 17.7568 12.5947 -0.015
H 15.6048 11.7032 13.8074 0.071
H 14.1179 12.5777 14.0019 0.066
H 15.5909 13.3311 14.6835 0.073
H 15.3450 12.6602 11.7182 0.121
H 16.4198 13.9260 12.5457 0.110
H 14.5302 18.2103 11.9915 0.090
H 14.0220 17.8313 13.6621 0.077
H 12.7805 18.2165 12.4201 0.099
C 9.5138 18.4831 16.0598 -0.054
C 10.1185 18.9109 14.7252 -0.205
O 11.0147 20.0559 14.8097 0.027
C 10.4208 21.2471 14.6913 -0.607
O 9.2820 21.4348 14.3261 0.114
O 11.3360 22.1757 14.9901 -0.027
C 10.8638 23.5557 14.8140 -0.006
H 8.8892 19.3169 16.4398 0.085
H 10.3166 18.3289 16.7821 0.063
H 8.8256 17.6662 15.8511 0.084
H 9.2706 19.0398 14.0035 0.132
H 10.7745 18.1426 14.2963 0.103
H 10.4533 23.6545 13.7885 0.107
H 11.7840 24.1714 14.7836 0.068
H 10.1853 23.7761 15.6612 0.110
C 17.8816 18.2350 13.4240 -0.022
C 16.8971 18.3968 14.5428 -0.199
O 16.8659 19.6746 15.1729 0.028
C 15.7808 20.4084 14.7855 -0.560
O 14.9640 20.0650 14.0008 0.141
O 15.8109 21.5469 15.5056 -0.015
C 14.7709 22.4922 15.3303 -0.034
H 18.0319 17.1580 13.3092 0.057
H 18.8555 18.6509 13.5427 0.055
H 17.4987 18.5777 12.4825 0.076
H 17.0772 17.6618 15.3099 0.102
H 15.8816 18.1370 14.2083 0.085
H 14.8317 22.9837 14.3487 0.082
H 14.9143 23.1885 16.1624 0.095
H 13.7972 22.0043 15.5047 0.091
C 17.0390 26.2703 23.9286 -0.064
C 17.7050 25.2451 23.0548 -0.181
O 17.7605 25.7607 21.6600 0.036
C 16.6807 25.3662 20.9964 -0.634
O 15.8496 24.6104 21.4283 0.101
O 16.7561 25.7770 19.7217 0.007
C 15.5418 25.3457 18.9941 -0.009
H 17.5573 27.2075 23.8357 0.075
H 16.9981 25.8651 24.9569 0.093
H 16.0260 26.4815 23.6496 0.070
H 17.2277 24.2851 23.0054 0.106
H 18.7673 25.0820 23.3157 0.130
H 15.5727 25.8725 18.0482 0.067
H 14.6817 25.7515 19.5787 0.107
H 15.5022 24.2753 18.8699 0.089
C 16.5694 15.7324 9.5045 -0.041
C 17.8594 16.2232 10.0881 -0.137
O 17.8549 17.6912 9.8027 0.042
C 18.9138 18.3187 10.1972 -0.698
O 19.6637 17.9077 11.0340 0.102
O 18.9588 19.5306 9.6781 0.001
C 20.0329 20.3659 10.2124 0.008
H 16.5691 14.6662 9.6201 0.079
H 16.3289 16.0141 8.5092 0.076
H 15.7589 16.1259 10.1087 0.072
H 18.7320 15.7887 9.5876 0.136
H 17.9779 16.1093 11.1540 0.091
H 19.8739 20.3702 11.3187 0.100
H 19.8192 21.3584 9.8507 0.091
H 20.9686 19.9145 9.9638 0.089
C 17.4893 25.0707 14.8429 -0.030
C 16.6735 25.9487 13.9050 -0.179
O 15.2495 25.6752 13.9410 0.014
C 14.6880 26.2732 15.0011 -0.670
O 15.2649 26.9807 15.7280 0.154
O 13.4332 25.9029 15.0967 -0.020
C 12.6627 26.5469 16.1128 -0.013
H 17.4873 25.4415 15.8573 0.080
H 18.4902 25.1259 14.4609 0.082
H 17.1263 24.0655 14.8985 0.058
H 16.9562 25.7654 12.8595 0.124
H 16.7543 27.0269 14.0251 0.123
H 11.7127 26.0721 15.9187 0.074
H 12.6347 27.6335 15.9018 0.115
H 13.0592 26.3414 17.1216 0.101
C 23.4120 11.6317 13.9869 -0.052
C 23.7250 13.0037 14.4819 -0.160
O 22.7288 13.9217 13.8854 0.036
C 22.9727 15.2059 13.9326 -0.626
O 24.0731 15.7208 14.0692 0.108
O 21.8174 15.8220 13.7629 -0.008
C 21.9098 17.2252 13.6648 -0.029
H 22.3961 11.3096 14.1885 0.069
H 24.0855 10.9082 14.4127 0.080
H 23.5738 11.5739 12.9566 0.064
H 24.6824 13.3798 14.1405 0.118
H 23.6728 13.1922 15.5370 0.123
H 20.9082 17.5729 13.4140 0.073
H 22.6221 17.4975 12.9018 0.099
H 22.2265 17.6076 14.6365 0.104
C 13.4837 18.6902 17.2807 -0.020
C 13.5562 17.2397 16.8334 -0.152
O 12.3364 16.8601 16.0763 0.045
C 12.3929 15.7598 15.3722 -0.606
O 13.3583 15.1653 15.0129 0.132
O 11.1419 15.3535 15.0149 -0.013
C 11.1116 14.2447 14.0749 -0.017
H 12.6136 18.7995 17.9245 0.085
H 13.4752 19.2754 16.3661 0.072
H 14.3977 18.8765 17.8065 0.068
H 13.7263 16.5506 17.6238 0.115
H 14.3807 17.1127 16.1760 0.086
H 10.1280 14.2463 13.6449 0.087
H 11.4302 13.3306 14.5682 0.091
H 11.8762 14.3736 13.2758 0.091
C 19.8328 19.6998 18.3910 -0.056
C 18.3753 19.2295 18.4021 -0.153
O 18.4087 17.9871 17.6129 0.031
C 17.4217 17.1396 17.7984 -0.646
O 16.4962 17.3010 18.5468 0.109
O 17.6446 16.0750 17.0228 -0.007
C 16.4611 15.2249 16.9610 -0.009
H 20.4453 18.9819 18.9012 0.071
H 19.9021 20.6405 18.9578 0.089
H 20.1898 19.7751 17.3794 0.059
H 17.7099 19.9415 17.8801 0.126
H 18.0075 19.0574 19.4005 0.116
H 16.9106 14.2246 16.9487 0.078
H 16.0016 15.4734 15.9919 0.082
H 15.8593 15.3634 17.8456 0.083
C 19.5583 21.6195 14.5192 -0.052
C 19.5264 22.3274 15.8279 -0.190
O 20.3683 23.5281 15.7774 0.067
C 20.4279 24.0711 16.9593 -0.685
O 20.0600 23.5885 18.0130 0.099
O 20.9384 25.2665 16.8287 0.009
C 21.4828 25.7827 18.1336 0.033
H 19.1482 20.6236 14.6064 0.052
H 20.5255 21.4464 14.0657 0.082
H 18.8878 22.1551 13.8505 0.082
H 19.8818 21.6681 16.6274 0.096
H 18.5021 22.5640 16.0266 0.106
H 21.8619 26.7680 17.9160 0.088
H 22.2679 25.1308 18.4414 0.084
H 20.6364 25.7321 18.8161 0.092
C 19.9687 10.0978 16.2421 -0.042
C 18.7135 10.5237 15.4339 -0.189
O 19.0459 11.4232 14.3508 0.035
C 18.7006 12.6855 14.5605 -0.571
O 18.1894 13.1125 15.5626 0.101
O 19.0064 13.3984 13.4332 0.016
C 18.8742 14.7720 13.6817 -0.083
H 20.7548 9.8085 15.5439 0.064
H 19.6824 9.1952 16.8343 0.086
H 20.2805 10.9125 16.9148 0.083
H 17.9595 11.0747 15.9752 0.107
H 18.1953 9.7032 14.9791 0.112
H 19.2334 15.3122 12.8154 0.084
H 19.4219 15.1285 14.5420 0.098
H 17.8132 15.0245 13.9024 0.083
```